(1)
Density functional theory data (the ωB97M-V functional and the def2-TZVPD basis) for a structure of composition C23H49LaN4OP3 at a distorted geometry.

Output
2S+1 = 1
Relative energy (zero: lowest compared OMol25 entry of this formula, charge and spin) = 0.0 kcal per mole
Charge = +3
HOMO-LUMO gap (spin up / spin down) = 4.0 / 3.9 eV
E = -61349.4561 eV
HOMO (spin up / spin down) = -15.540 / -15.528 eV

Geometry (Å):
La -0.431 0.224 0.154
P 1.551 -0.963 1.740
P 1.376 2.208 -0.397
P -1.146 -2.313 -0.577
H -1.046 2.098 -9.480
C -1.992 1.558 -9.352
C -3.131 2.200 -9.061
H -3.160 3.289 -8.935
C 2.925 -1.823 0.912
C 2.295 0.277 2.855
C 0.760 -2.151 2.887
C 0.442 3.150 -1.642
C 1.594 3.351 0.989
C 2.963 1.780 -1.128
C -2.389 -2.024 -1.858
C -1.954 -3.205 0.768
C 0.123 -3.370 -1.297
H -1.973 0.476 -9.528
H -4.087 1.669 -8.982
H 3.587 -2.133 1.742
H 3.401 -1.104 0.212
H 2.507 -2.670 0.329
H 2.865 -0.346 3.574
H 1.503 0.866 3.377
H 2.950 0.967 2.277
H 1.399 -3.059 2.869
H -0.277 -2.407 2.558
H 0.719 -1.667 3.888
H 0.914 4.142 -1.618
H -0.640 3.225 -1.399
H 0.525 2.668 -2.633
H 2.616 3.739 0.812
H 1.526 2.814 1.965
H 0.803 4.127 0.918
H 3.331 2.760 -1.478
H 2.790 1.063 -1.957
H 3.586 1.301 -0.344
H -2.994 -2.937 -1.851
H -1.883 -1.846 -2.829
H -3.002 -1.121 -1.635
H -2.712 -3.798 0.224
H -2.432 -2.501 1.491
H -1.177 -3.815 1.271
H -0.474 -4.129 -1.828
H 0.746 -3.771 -0.475
H 0.750 -2.773 -1.987
C -1.275 0.663 -3.015
C -0.053 0.197 -3.581
C -0.003 0.093 -4.962
C -1.142 0.414 -5.701
C -2.343 0.829 -5.114
C -2.426 0.949 -3.748
O -1.452 0.851 -1.704
H 1.256 -0.626 -1.217
H 0.824 -0.066 -2.956
H 0.930 -0.226 -5.434
H -1.111 0.348 -6.787
H -3.243 1.082 -5.679
H -3.293 1.245 -3.143
C -2.147 2.465 1.108
N -1.816 1.142 1.725
C -3.017 0.266 1.796
N -4.021 0.913 2.645
C -4.314 2.264 2.074
N -3.115 3.149 1.970
C -2.510 3.265 3.331
N -2.153 1.953 3.936
C -1.191 1.307 3.051
C -3.385 1.114 3.983
H -2.582 2.299 0.115
H -1.222 3.065 1.042
H -2.722 -0.696 2.248
H -3.413 0.118 0.782
H -5.019 2.756 2.744
H -4.731 2.133 1.070
H -1.599 3.864 3.255
H -3.252 3.731 3.979
H -0.923 0.320 3.442
H -0.300 1.945 2.942
H -4.109 1.627 4.616
H -3.122 0.129 4.379

=====

(2)
Density functional theory data (the ωB97M-V functional and the def2-TZVPD basis) for a structure of composition C23H49N3P4RhS at a distorted geometry.

Output
2S+1 = 5
Charge = +3
HOMO-LUMO gap (spin up / spin down) = 7.2 / 4.3 eV
E = -80084.1055 eV
HOMO (spin up / spin down) = -15.511 / -16.721 eV

Geometry (Å):
Rh -0.514 -0.419 -0.610
P -2.507 -0.033 0.709
P 0.105 -2.438 0.032
P -1.671 -0.957 -2.487
H 1.420 1.906 0.391
C 0.665 2.366 -0.298
C -0.663 2.331 -0.090
H -1.072 2.376 0.935
C -2.681 0.851 2.332
C -3.402 -1.581 1.113
C -3.756 0.910 -0.271
C 1.810 -2.745 -0.552
C 0.102 -3.027 1.756
C -0.849 -3.789 -0.747
C -2.217 0.504 -3.444
C -3.231 -1.926 -2.355
C -0.667 -1.850 -3.725
H 1.053 2.787 -1.233
H -1.444 2.401 -0.885
H -1.872 1.574 2.503
H -2.697 0.122 3.154
H -3.636 1.396 2.346
H -2.763 -2.267 1.687
H -3.742 -2.093 0.204
H -4.274 -1.312 1.732
H -3.264 1.671 -0.891
H -4.428 1.424 0.436
H -4.346 0.246 -0.916
H 2.213 -3.603 0.004
H 2.458 -1.871 -0.415
H 1.804 -2.972 -1.625
H 0.106 -4.129 1.746
H -0.800 -2.696 2.283
H 0.983 -2.671 2.304
H -0.449 -4.733 -0.356
H -0.772 -3.774 -1.841
H -1.902 -3.728 -0.456
H -1.756 0.463 -4.439
H -1.926 1.445 -2.969
H -3.306 0.491 -3.567
H -3.577 -2.139 -3.381
H -3.999 -1.368 -1.796
H -3.048 -2.887 -1.861
H -0.517 -1.220 -4.607
H -1.228 -2.720 -4.051
H 0.302 -2.173 -3.348
C 1.959 1.476 -3.532
C 2.871 0.826 -4.376
C 3.373 1.474 -5.511
C 3.016 2.809 -5.777
C 2.170 3.473 -4.871
C 1.641 2.815 -3.753
S 0.907 0.340 -2.278
H 1.727 0.102 -1.220
H 3.132 -0.225 -4.208
H 4.019 0.923 -6.204
H 3.417 3.330 -6.653
H 1.901 4.523 -5.043
H 0.948 3.340 -3.098
C 1.086 1.445 5.279
N 1.104 -0.006 5.011
C 2.461 -0.416 4.658
N 2.990 0.332 3.486
C 2.915 1.779 3.753
N 1.555 2.200 4.129
C 0.628 2.152 3.003
P 0.481 0.395 2.296
C 0.104 -0.397 4.008
C 2.318 -0.030 2.241
H 1.760 1.662 6.124
H 0.056 1.743 5.497
H 2.459 -1.484 4.402
H 3.123 -0.201 5.519
H 3.238 2.312 2.851
H 3.582 2.029 4.595
H -0.357 2.500 3.328
H 0.954 2.820 2.204
H 0.091 -1.490 3.916
H -0.902 -0.085 4.332
H 2.780 0.490 1.389
H 2.448 -1.105 2.051

=====

(3)
Density functional theory data (the ωB97M-V functional and the def2-TZVPD basis) for a structure of composition C23H49N3P4SSn at a distorted geometry.

Output
2S+1 = 1
Relative energy (zero: lowest compared OMol25 entry of this formula, charge and spin) = 70.5 kcal per mole
Charge = +4
HOMO-LUMO gap (spin up / spin down) = 5.6 / 5.5 eV
E = -82894.4782 eV
HOMO (spin up / spin down) = -19.082 / -18.853 eV

Geometry (Å):
Sn -0.309 0.924 -0.684
P 2.114 1.447 1.121
P -1.867 2.609 0.526
P 1.218 2.045 -2.491
H 0.232 -3.477 0.402
C 1.030 -3.344 -0.322
C 2.325 -3.265 0.028
H 2.664 -3.392 1.060
C 2.582 1.039 2.844
C 2.151 3.267 1.351
C 3.766 1.170 0.362
C -3.366 1.973 -0.321
C -2.160 2.782 2.305
C -1.327 4.203 -0.183
C 2.513 0.932 -3.163
C 1.945 3.691 -2.170
C -0.174 2.139 -3.693
H 0.714 -3.122 -1.340
H 3.075 -2.971 -0.702
H 2.454 -0.037 3.040
H 1.967 1.630 3.539
H 3.638 1.319 2.966
H 1.298 3.551 1.992
H 2.109 3.809 0.392
H 3.098 3.477 1.868
H 3.938 0.083 0.282
H 4.507 1.612 1.047
H 3.853 1.639 -0.632
H -4.190 2.700 -0.273
H -3.709 1.029 0.140
H -3.172 1.745 -1.383
H -2.802 3.653 2.531
H -1.205 2.925 2.835
H -2.643 1.886 2.733
H -2.038 4.995 0.114
H -1.261 4.167 -1.287
H -0.327 4.469 0.209
H 2.628 0.934 -4.255
H 2.316 -0.114 -2.880
H 3.496 1.191 -2.746
H 2.229 4.249 -3.079
H 2.851 3.600 -1.550
H 1.229 4.312 -1.609
H 0.127 1.987 -4.745
H -0.760 3.067 -3.623
H -0.885 1.305 -3.500
C -0.519 -2.505 -5.039
C -1.529 -2.404 -6.008
C -1.542 -3.221 -7.151
C -0.513 -4.160 -7.377
C 0.449 -4.305 -6.400
C 0.447 -3.493 -5.250
S -0.181 -1.291 -3.733
H -1.053 -0.290 -2.723
H -2.246 -1.606 -5.911
H -2.300 -3.101 -7.909
H -0.459 -4.730 -8.327
H 1.254 -5.015 -6.557
H 1.253 -3.541 -4.545
C -0.487 -1.928 5.497
N -1.222 -0.663 5.291
C -2.641 -0.934 4.960
N -2.783 -1.846 3.801
C -2.006 -3.088 4.053
N -0.581 -2.830 4.340
C 0.140 -2.313 3.176
P -0.519 -0.669 2.570
C -0.579 0.166 4.293
C -2.344 -1.220 2.568
H -0.902 -2.436 6.378
H 0.563 -1.687 5.687
H -3.133 0.019 4.723
H -3.119 -1.402 5.838
H -2.079 -3.719 3.160
H -2.441 -3.600 4.922
H 1.195 -2.158 3.438
H 0.099 -3.024 2.340
H -1.104 1.124 4.185
H 0.468 0.339 4.572
H -2.468 -1.933 1.746
H -2.987 -0.366 2.334